No. 1
Density functional theory data (wB97M-V/def2-TZVPD) for a 2-piece molecular cluster, C3H6F2O overall.

Last columns: bonded neighbours and bond lengths (Å).
Positions of all 12 atoms, in Å:
1 C -3.092 -0.141 0.234  C3 1.334, H7 1.146, H8 1.011
2 C 2.368 -0.010 0.249  F5 1.374, H9 1.059, H10 1.119, H11 1.159
3 C -1.837 -0.416 -0.127  C1 1.334, O4 1.323, F6 1.383
4 O -1.178 -1.542 0.091  C3 1.323, H12 0.960
5 F 1.789 -0.479 -0.906  C2 1.374
6 F -1.103 0.580 -0.745  C3 1.383
7 H -3.646 -1.035 0.689  C1 1.146
8 H -3.617 0.694 0.006  C1 1.011
9 H 1.883 0.884 0.543  C2 1.059
10 H 3.438 -0.133 -0.054  C2 1.119
11 H 2.025 -0.711 1.105  C2 1.159
12 H -0.257 -1.348 -0.099  O4 0.960

Summary:
Max |F| in eV/A: 5.131
LUMO in eV: 0.80
Gap between HOMO and LUMO in eV: 9.919
Highest occupied orbital energy in eV: -9.122
E_tot in a.u.: -392.8144

natural (NBO) atomic charge list, values in e, 4 entries: -0.60 -0.14 0.67 -0.66

No. 2
Density functional theory data (wB97M-V/def2-TZVPD) for a 2-piece molecular cluster, C3H6F3NO2S overall.

Last columns: bonded neighbours and bond lengths (Å).
Positions of all 16 atoms, in Å:
1 C -0.785 -0.336 -1.166  C3 1.486, H11 1.089, H12 1.085, H13 1.090
2 C -1.238 -0.312 1.328  C3 1.320, H14 1.072, H16 1.076
3 C -0.830 0.242 0.201  C1 1.486, C2 1.320, F7 1.367
4 N 3.163 1.334 2.756  F8 1.375, F9 1.389, S10 1.864
5 O 3.041 1.074 0.195  S10 1.432
6 O 2.109 3.088 1.297  S10 1.620, H15 0.962
7 F -0.339 1.517 0.229  C3 1.367
8 F 3.590 0.029 2.830  N4 1.375
9 F 2.225 1.429 3.775  N4 1.389
10 S 2.120 1.470 1.218  N4 1.864, O5 1.432, O6 1.620
11 H 0.219 -0.231 -1.571  C1 1.089
12 H -1.069 -1.383 -1.150  C1 1.085
13 H -1.466 0.203 -1.826  C1 1.090
14 H -1.622 -1.313 1.334  C2 1.072
15 H 2.904 3.518 0.969  O6 0.962
16 H -1.207 0.219 2.263  C2 1.076

Summary:
Max |F| in eV/A: 1.182
LUMO in eV: 0.63
Gap between HOMO and LUMO in eV: 10.640
Highest occupied orbital energy in eV: -10.013
E_tot in a.u.: -1020.7430

natural (NBO) atomic charge list, values in e, 4 entries: -0.68 -0.50 0.41 0.11

No. 3
Density functional theory data (wB97M-V/def2-TZVPD) for a 2-piece molecular cluster, C3H6F3NOSi overall.

Last columns: bonded neighbours and bond lengths (Å).
Positions of all 15 atoms, in Å:
1 C -0.718 -1.058 0.061  C2 1.454, N4 1.395, O5 1.228
2 C -0.412 0.166 -0.662  C1 1.454, Si9 1.844, H10 1.087
3 C 1.662 0.309 0.038  F6 1.339, F7 1.358, F8 1.374
4 N -0.138 -2.291 -0.237  C1 1.395, H11 1.063, H12 1.053
5 O -1.525 -0.950 0.980  C1 1.228
6 F 2.328 -0.651 -0.615  C3 1.339
7 F 2.173 1.502 -0.364  C3 1.358
8 F 1.796 0.147 1.396  C3 1.374
9 Si -1.196 1.545 0.279  C2 1.844, H13 1.500, H14 1.453, H15 1.584
10 H -0.404 0.093 -1.747  C2 1.087
11 H 0.573 -2.247 -1.026  N4 1.063
12 H -0.402 -3.016 0.480  N4 1.053
13 H -0.634 2.669 -0.542  Si9 1.500
14 H -0.376 1.936 1.413  Si9 1.453
15 H -2.727 1.847 0.545  Si9 1.584

Summary:
Max |F| in eV/A: 3.471
LUMO in eV: -0.45
Gap between HOMO and LUMO in eV: 9.833
Highest occupied orbital energy in eV: -10.286
E_tot in a.u.: -836.9085

natural (NBO) atomic charge list, values in e, 4 entries: 0.60 -0.70 1.02 -0.85